Entry 1:
C26H33B2F8N3O11Pd as an isolated structure. Source: OMol25; level of theory: ωB97M-V/def2-TZVPD.

XYZ file:
```
84
Properties=species:S:1:pos:R:3:forces:R:3:mulliken_charge:R:1
Pd -18.3512 7.9451 12.2242 0.76 -1.42 -1.06 1.0429
B -18.1628 5.4248 13.7322 0.53 0.25 -0.55 0.7335
F -18.0751 6.8172 14.2200 -0.01 0.53 0.05 -0.5157
F -16.9134 4.9007 13.6538 0.09 -0.06 0.29 -0.3754
F -19.1007 4.7090 14.3594 -0.26 -0.12 0.51 -0.2744
F -18.6091 5.6992 12.3680 -0.38 0.79 -0.76 -0.3357
B -16.2072 9.3421 10.8349 0.29 -0.11 -0.40 1.0593
F -16.5692 7.7782 10.9716 -0.05 1.57 -0.04 -0.0751
F -17.1203 9.8633 11.8375 -0.02 -0.45 -0.34 -0.5519
F -14.8975 9.4142 11.2281 -0.72 -0.02 -0.14 -0.3232
F -16.4438 9.9225 9.5794 0.03 -1.30 1.57 -0.3889
N -13.8002 13.1433 13.2914 0.90 0.34 1.32 0.0837
C -14.0681 14.4663 13.3809 -0.54 0.20 -0.82 -0.4524
C -15.1123 14.7329 12.5097 1.45 0.62 1.63 -0.9925
C -15.4671 13.5221 11.9217 -1.14 -0.67 -0.43 -0.0992
C -14.6668 12.5312 12.4762 -0.71 0.48 -1.21 -0.9820
H -13.0522 12.7209 13.8057 -0.01 -0.36 0.07 0.1781
H -13.5274 15.1225 14.0230 0.30 0.17 0.25 0.4468
H -15.4682 15.7411 12.5000 -0.65 0.13 -0.69 0.4580
H -16.2811 13.4284 11.2001 0.38 -0.36 0.32 0.6116
H -14.6209 11.4820 12.3235 -0.02 -0.56 -0.23 0.7523
N -16.7468 8.1545 6.9735 0.24 -0.28 -0.56 0.2005
C -17.4447 7.8340 5.8575 -0.95 -0.17 -0.41 -0.6384
C -17.0818 6.5714 5.4357 -0.73 0.62 -1.19 -0.6414
C -16.0646 6.1427 6.2944 1.11 -1.08 0.02 -0.4696
C -15.8593 7.1323 7.1823 0.85 1.22 2.80 -0.3711
H -16.9052 8.9929 7.5134 0.41 -0.20 0.10 0.1615
H -18.1457 8.5368 5.4426 -0.14 -0.05 -0.07 0.4599
H -17.4435 6.1157 4.5139 0.12 0.02 0.45 0.4343
H -15.4254 5.2580 6.3010 -0.53 0.18 -0.31 0.4432
H -15.1584 7.2073 8.0303 -0.48 -0.21 -0.64 0.4430
C -13.3603 14.9362 9.2432 1.09 -0.31 0.42 -1.1246
C -13.9724 14.0122 8.1987 0.00 1.07 1.11 0.3090
C -14.5926 12.7005 8.8167 0.18 0.17 -2.23 -0.2151
O -16.0166 12.9251 8.6992 1.01 -0.12 0.47 -0.2141
C -16.2365 14.0473 8.0234 -1.50 1.60 -1.43 0.5617
O -17.3359 14.4327 7.7009 1.16 -0.45 0.54 -0.5959
O -15.0966 14.7260 7.6730 -1.26 -1.40 0.41 -0.3677
H -14.1306 15.1686 9.9675 -0.04 0.10 0.24 0.1851
H -12.8380 15.8710 8.9570 -0.77 -0.49 -0.64 0.3691
H -12.5622 14.3966 9.7556 -0.09 -0.25 0.29 0.3191
H -13.3336 13.8576 7.3452 0.43 -0.51 -0.07 0.3232
H -14.3129 12.3872 9.8029 0.01 0.53 0.63 0.0790
H -14.3388 11.8720 8.1472 -0.17 -0.03 0.07 0.3609
C -13.0403 8.4480 14.1040 -0.72 1.58 0.74 -1.2765
C -14.1338 8.9570 15.0464 -0.29 -1.74 1.14 0.5718
C -15.0156 7.8602 15.7890 0.94 0.19 -0.55 -0.0422
O -14.9190 8.2255 17.1718 0.70 0.31 -1.24 -0.3629
C -13.9172 9.1816 17.3239 -1.60 -1.26 2.61 0.5904
O -13.6520 9.4984 18.4566 0.58 0.45 -1.73 -0.5658
O -13.4285 9.5876 16.1678 -0.30 0.25 -0.59 -0.3890
H -13.4180 7.9166 13.2621 -0.35 -0.29 -0.68 0.1858
H -12.3461 7.8422 14.6464 0.33 -0.51 0.40 0.5006
H -12.5062 9.3470 13.7880 0.11 -0.24 -0.36 0.3257
H -14.8655 9.6329 14.6308 0.38 0.76 -0.39 0.1615
H -14.6104 6.8574 15.5807 0.03 0.20 0.46 0.2131
H -16.0630 7.8331 15.4753 0.16 0.32 0.10 0.0582
C -22.3224 5.1217 9.4422 0.26 -0.33 0.45 -1.3642
C -21.1081 5.7012 8.8123 2.35 -0.44 0.49 0.2444
C -21.2667 6.8854 7.8922 -1.73 -0.07 -0.95 -0.4080
O -20.4710 7.9384 8.4113 0.79 0.20 -0.09 -0.3161
C -19.8646 7.5030 9.4794 0.59 -1.57 1.26 0.6053
O -19.0307 8.1267 10.1154 -0.33 1.03 0.42 -0.4125
O -20.1869 6.2544 9.8340 -0.64 1.16 -0.31 -0.2995
H -22.0019 4.3575 10.1867 -0.42 0.63 -0.40 0.3431
H -22.8891 4.6102 8.6580 -0.23 0.20 0.23 0.3885
H -22.8746 5.9491 9.9095 -0.21 -0.53 -0.04 0.3465
H -20.4234 4.9526 8.4032 -0.65 -0.21 -0.45 0.3320
H -22.2870 7.2651 7.9398 -0.14 -0.10 -0.21 0.3256
H -21.0302 6.6435 6.8496 0.28 0.35 0.31 0.3140
C -14.5080 3.6575 9.6482 0.56 0.75 -0.07 -0.7885
C -13.1761 3.2298 9.5884 -0.99 0.38 0.18 -0.4808
C -12.1767 4.1204 9.9570 1.26 -0.47 0.36 -0.2941
C -12.4798 5.3995 10.4059 0.57 0.01 -0.22 -0.2169
C -13.7970 5.8189 10.4853 0.20 1.02 0.68 0.3068
C -14.8058 4.9717 10.0783 -0.79 -1.30 -0.04 -0.1125
N -11.3107 6.3101 10.8441 0.49 -1.94 0.04 1.0013
O -11.5335 7.3380 11.4186 -0.93 0.75 0.04 -0.5756
O -10.1760 5.8728 10.6804 -0.92 0.05 -0.35 -0.6102
H -15.2756 2.9570 9.3421 -0.17 0.22 0.14 0.4216
H -12.9903 2.1927 9.3008 0.30 0.46 0.07 0.3800
H -11.1371 3.7656 10.0031 -0.49 0.41 -0.21 0.4031
H -14.0377 6.7799 10.9565 0.14 -0.27 -0.46 0.1252
H -15.8625 5.2652 10.1876 0.71 -0.01 -0.13 0.3595
```
Forces are in eV/Å.

Computed properties:
Gap between HOMO and LUMO (alpha / beta) (eV): 6.85 / 3.77
M (g/mol): 843.59
Multiplicity: 3

---

Entry 2:
A 2-piece molecular cluster, C4H10IN4 overall. Source: OMol25; level of theory: ωB97M-V/def2-TZVPD.

XYZ file:
```
19
Properties=species:S:1:pos:R:3:forces:R:3:mulliken_charge:R:1
C 0.3132 1.5418 0.3154 0.04 -0.70 -0.08 0.6082
C 1.0977 -0.1379 -1.1863 0.59 0.05 0.14 0.0287
C -0.4972 -0.4137 1.3284 -0.40 0.01 -0.21 0.0370
C 0.2853 3.0134 0.4561 0.12 0.25 0.03 -0.9814
N 0.6465 1.0144 -0.8333 -0.38 0.47 -0.87 -0.4510
N -0.0253 0.7848 1.3443 0.23 0.33 1.04 -0.5609
N 0.7943 -0.6850 -2.3474 -0.06 -0.08 -0.09 -0.2842
N -0.4107 -1.2233 2.3654 0.01 -0.18 0.06 -0.2842
I -1.6916 -3.3620 -1.1454 0.62 0.65 0.23 -0.0718
H 1.8546 -0.6471 -0.5827 -0.10 -0.10 -0.03 0.4445
H -1.0791 -0.7835 0.4787 0.03 -0.06 0.03 0.3937
H 0.7029 3.3120 1.4145 0.00 -0.05 0.04 0.3518
H -0.7518 3.3471 0.4390 -0.09 0.02 -0.01 0.2748
H 0.8238 3.4877 -0.3580 -0.01 0.01 -0.02 0.3393
H 0.1319 -0.2195 -2.9522 0.06 -0.06 -0.02 0.2548
H 1.2791 -1.4979 -2.6929 -0.05 0.02 0.07 0.2661
H -0.8923 -2.1087 2.3757 0.04 0.07 -0.03 0.2462
H -2.6686 -4.4902 -1.6136 -0.59 -0.65 -0.23 0.1319
H 0.0876 -0.9323 3.1943 -0.04 0.02 -0.03 0.2566
```
Forces are in eV/Å.

Computed properties:
Gap between HOMO and LUMO (eV): 9.68
M (g/mol): 241.06
Net charge: +1

---

Entry 3:
C13H25N3OSTi as an isolated structure. Source: OMol25; level of theory: ωB97M-V/def2-TZVPD.

XYZ file:
```
44
Properties=species:S:1:pos:R:3:forces:R:3:mulliken_charge:R:1
Ti 0.7412 0.7938 -1.0031 -1.10 3.22 -0.38 0.6292
N 3.5652 -2.5700 1.8745 0.45 -0.35 0.59 -0.1806
C 2.6275 -2.1872 0.7739 -0.26 -0.25 -0.40 -0.3538
C 3.3772 -1.4318 -0.3233 0.14 -0.28 -0.16 -1.3133
C 3.5274 0.0840 -0.1166 1.14 -0.40 0.55 0.4762
N 2.7835 0.7938 -1.1259 -0.18 0.02 -6.17 -0.9048
C 3.0371 0.5438 1.2769 -0.01 0.11 0.06 -1.3864
C 1.6386 0.0256 1.6978 0.67 -0.05 0.91 0.3957
N 0.6184 0.7938 1.0391 -5.06 -0.27 0.24 -0.6462
C 1.4184 -1.4544 1.3440 0.04 -0.32 0.22 -0.5081
H 4.3417 -3.1396 1.5125 -0.04 0.05 0.09 0.4217
H 3.0850 -3.1428 2.5815 0.12 0.05 -0.03 0.4246
H 3.9780 -1.7672 2.3628 -0.02 -0.13 -0.04 0.2702
H 2.2968 -3.1521 0.3712 0.05 0.19 0.06 0.5976
H 2.8559 -1.6266 -1.2715 0.09 -0.03 0.21 0.4280
H 4.3733 -1.8717 -0.4673 -0.23 -0.01 -0.01 0.3127
H 4.5852 0.3501 -0.2256 -0.16 -0.06 0.22 0.4286
H 2.9197 0.4559 -2.4170 0.08 0.56 4.77 0.4736
H 3.0891 1.7550 -1.3228 0.13 -0.02 0.73 0.4253
H 3.0601 1.6416 1.3368 -0.02 -0.24 0.02 0.5471
H 3.7697 0.2197 2.0257 -0.01 0.11 -0.11 0.3109
H 1.5282 0.1578 2.7802 0.24 -0.04 -0.11 0.4221
H 0.4229 1.7538 1.3471 0.83 -0.06 0.16 0.4195
H -0.6728 0.4559 1.1747 5.29 1.23 0.35 0.4829
H 0.6128 -1.5498 0.6013 0.58 -0.21 0.13 -0.0637
H 1.0369 -1.9801 2.2300 -0.01 -0.03 -0.25 0.3552
C -1.8158 -0.6341 0.1003 -0.10 -0.36 -0.08 -0.5381
S -1.6574 0.7938 -1.0031 -3.70 -0.28 0.16 0.6913
O -1.1886 1.9495 -0.1676 0.52 -0.46 -0.24 -0.5198
C -3.4249 1.0575 -1.2754 -0.95 -0.08 -0.99 0.6084
C -4.1116 2.0762 -0.6071 0.66 0.39 0.44 -0.2646
C -5.4766 2.2667 -0.8286 0.22 -0.33 -0.14 -0.6822
C -6.1599 1.4437 -1.7228 0.18 0.03 0.05 -0.3833
C -5.4795 0.4320 -2.3991 0.29 0.02 0.20 -0.7787
C -4.1141 0.2396 -2.1784 0.16 -0.20 -0.20 -0.2363
H -2.4481 -0.3800 0.9548 -0.24 0.09 -0.07 0.4395
H -0.8197 -0.9060 0.4577 -0.80 -0.48 -0.36 -0.4301
H -2.2426 -1.4781 -0.4466 -0.11 0.11 -0.02 0.4672
H -3.5862 2.7282 0.0881 -0.09 -0.06 -0.16 0.3965
H -6.0040 3.0606 -0.3057 0.19 -0.14 -0.06 0.4242
H -7.2224 1.5957 -1.8966 0.20 -0.03 0.01 0.4309
H -6.0123 -0.2035 -3.1021 0.19 0.09 0.13 0.4038
H -3.5960 -0.5473 -2.7205 -0.07 0.06 -0.03 0.3744
H 0.7412 2.5544 -1.0031 0.69 -1.14 -0.27 0.1327
```
Forces are in eV/Å.

Computed properties:
Gap between HOMO and LUMO (alpha / beta) (eV): 6.79 / 7.01
M (g/mol): 319.30
Multiplicity: 2
Net charge: +3

---

Entry 4:
One molecule with the formula C3H6N2O. Source: OMol25; level of theory: ωB97M-V/def2-TZVPD.

XYZ file:
```
12
Properties=species:S:1:pos:R:3:forces:R:3:mulliken_charge:R:1
C -2.2160 -0.1847 -0.5734 -0.18 0.06 -0.07 -0.6480
N -0.9590 -0.6703 -0.0519 0.38 0.31 0.01 -0.4367
C 0.0353 0.1088 -0.0375 -0.14 -0.10 0.00 0.0941
N 1.2497 -0.3450 0.4654 0.11 -0.15 0.09 -0.1226
C 2.4434 0.3195 0.6015 0.09 -0.13 0.07 0.1442
O 3.4266 -0.2021 1.0783 -0.34 0.25 -0.19 -0.5421
H -2.9773 -0.2442 0.2124 0.11 0.02 -0.13 0.2370
H -2.1793 0.8501 -0.9500 0.04 -0.14 0.07 0.3038
H -2.5454 -0.8408 -1.3866 0.05 0.11 0.12 0.2347
H 0.0320 1.1470 -0.3975 0.01 -0.15 0.06 0.1797
H 1.2489 -1.3026 0.7958 -0.01 0.04 -0.01 0.2955
H 2.4410 1.3644 0.2435 -0.14 -0.12 0.00 0.2603
```
Forces are in eV/Å.

Computed properties:
Gap between HOMO and LUMO (eV): 10.67
M (g/mol): 86.09
SMILES string: C/N=C/NC=O

---

Entry 5:
C4H10I2N as an isolated structure. Source: OMol25; level of theory: ωB97M-V/def2-TZVPD.

XYZ file:
```
17
Properties=species:S:1:pos:R:3:forces:R:3:mulliken_charge:R:1
C 0.6990 0.8348 -1.5857 -2.39 -2.66 1.22 -0.9100
C 1.2513 0.4158 -0.2355 0.12 3.40 2.73 -0.5971
C -0.2282 -0.7299 1.3785 -1.23 2.13 1.33 -0.6823
C -2.9382 0.2094 -0.3385 0.13 0.68 1.50 -0.6941
N 0.2519 0.3646 0.8886 -0.27 -1.82 -0.30 0.0571
I -2.8812 -1.7851 0.5392 -0.57 0.27 -0.70 0.0790
I -5.0796 0.7753 -0.3857 -0.32 -0.04 0.03 0.2800
H -0.2038 1.5100 -1.4227 1.34 -0.79 -0.56 0.2714
H 1.5149 1.2548 -2.0620 1.17 1.22 -1.42 0.4091
H 0.4240 -0.1398 -2.1164 -0.04 1.60 0.37 0.2471
H 1.9542 1.2270 0.1903 -0.88 -1.01 -0.94 0.3205
H 1.7861 -0.4514 -0.0322 1.03 -1.89 -0.95 0.4621
H -0.9580 -0.8066 2.2116 0.94 0.94 -0.34 0.4613
H -0.0353 -1.6734 1.0108 1.17 -1.63 -1.20 0.4506
H -2.8420 0.1177 -1.3901 0.17 -0.73 -1.22 0.3754
H -4.9959 2.3993 -0.2783 0.24 -0.25 0.09 0.1789
H 0.0429 1.2404 1.3148 -0.61 0.57 0.35 0.2911
```
Forces are in eV/Å.

Computed properties:
Gap between HOMO and LUMO (eV): 7.47
M (g/mol): 325.94
Net charge: +1

---

Entry 6:
A 2-piece molecular cluster, C4H9O2 overall. Source: OMol25; level of theory: ωB97M-V/def2-TZVPD.

XYZ file:
```
15
Properties=species:S:1:pos:R:3:forces:R:3:mulliken_charge:R:1
C 0.6081 2.7708 -0.2262 -1.64 0.75 0.76 -0.7823
C 1.7421 1.7566 -0.4057 0.22 -0.45 -0.56 0.5484
O 1.4933 0.8640 -1.2668 0.14 0.39 0.40 -0.7225
O 2.7599 1.8815 0.3062 -0.07 0.09 0.01 -0.7187
H 0.5988 3.4075 0.6650 0.76 -0.28 0.31 0.3153
H -0.3356 2.2150 -0.1173 0.14 -0.05 -0.34 0.1482
H 0.4198 3.5234 -1.0003 0.42 -0.52 -0.55 0.2191
C -0.7290 -1.6938 -0.3721 0.14 0.00 -0.45 -0.7736
C -1.0775 -2.5417 0.8580 0.03 2.22 0.50 -0.8137
H -1.2506 -0.7349 -0.3464 -0.15 -0.09 0.12 0.1931
H 0.3176 -1.3970 -0.4488 0.06 -0.18 0.11 0.2869
H -1.0152 -2.1519 -1.3220 0.10 -0.20 0.05 0.2915
H -1.0666 -1.7990 1.6726 0.01 -0.29 0.13 0.2370
H -0.3437 -3.2676 1.1860 -0.20 -0.60 -0.47 0.3061
H -2.1215 -2.8328 0.8176 0.04 -0.81 -0.01 0.2652
```
Forces are in eV/Å.

Computed properties:
Gap between HOMO and LUMO (eV): 7.61
M (g/mol): 89.11
Net charge: -1

---

Entry 7:
A 2-piece molecular cluster, CHINOS overall. Source: OMol25; level of theory: ωB97M-V/def2-TZVPD.

XYZ file:
```
6
Properties=species:S:1:pos:R:3:forces:R:3:mulliken_charge:R:1
C 0.8081 -1.0128 0.1140 1.82 1.27 -1.04 0.5801
N 0.8482 0.1779 0.0858 0.30 1.49 0.09 -0.2594
O 1.2093 -2.1226 0.0366 -1.12 -0.65 0.50 -0.5150
S 0.4317 1.8529 -0.1931 1.21 -2.39 0.41 -0.0508
I -2.5038 -0.3053 -0.0826 -0.40 -0.10 0.05 -0.7849
H -0.7935 1.4100 0.0392 -1.80 0.38 -0.01 0.0300
```
Forces are in eV/Å.

Computed properties:
Gap between HOMO and LUMO (eV): 7.17
M (g/mol): 202.00
Net charge: -1